Molecular formula: C7H7O5SV
Method: DFT, ωB97M-V/def2-TZVPD

Geometry as XYZ:
```
21
Properties=species:S:1:pos:R:3:forces:R:3:mulliken_spin:R:1
V 0.073694 -0.243694 -1.336558 -1.36 -0.33 4.42 2.6881
S 0.713752 0.377471 1.232841 0.06 -0.04 -0.67 0.0066
O -0.894995 2.684527 -1.484359 2.01 -3.79 1.30 0.1260
O -0.105721 -0.301364 -4.367306 -0.53 0.29 4.70 0.1555
O 2.995702 -0.427359 -2.314587 -4.61 0.49 1.72 0.1706
O -0.745879 -3.266727 -1.024492 1.12 4.58 -0.05 0.1021
O -2.744649 -0.224449 -0.179990 1.23 -0.36 -1.23 0.0515
C 1.906260 -0.322978 -1.897740 7.16 -0.62 -2.08 -0.0577
C 1.406809 -0.698120 2.465480 0.62 -0.65 0.50 0.0052
C -0.416960 1.649906 -1.252897 -2.77 5.82 -1.70 -0.0572
C -2.177071 -0.445035 -1.229764 -1.47 0.69 0.64 -0.0657
C -0.430383 -2.143482 -1.072214 -1.23 -5.88 0.06 -0.0581
C -0.159526 -0.253072 -3.198821 0.00 -0.50 -7.52 -0.0609
C -0.177898 1.551083 2.261099 -0.58 0.64 -0.17 0.0009
H 2.371221 -0.265146 2.766931 -0.36 -0.27 0.08 0.0009
H 1.579556 -1.706457 2.062358 -0.12 0.39 0.10 0.0001
H 0.211760 2.552749 2.078928 -0.01 -0.08 0.01 0.0010
H -0.076290 1.335343 3.328780 0.14 -0.23 -0.35 0.0002
H -2.816707 -0.620154 -2.150233 0.48 -0.08 0.47 -0.0133
H 0.719434 -0.754313 3.320195 0.26 -0.10 -0.33 0.0021
H -1.232104 1.521266 1.992347 -0.03 0.01 0.10 0.0022
```
Positions in Å, forces in eV/Å.

- Net charge: +1
- HOMO-LUMO gap (alpha / beta): 7.67 / 5.80 eV
- ΔE to the lowest compared entry with this formula, charge and spin: 0.0 kJ/mol
- Highest occupied orbital energy (alpha / beta): -12.528 / -12.322 eV
- E_tot: -1988.98291 hartree
- Spin multiplicity: 4
- <S²>: 3.78

---

Molecular formula: C25H28N2O6
Method: DFT, ωB97M-V/def2-TZVPD

Geometry as XYZ:
```
61
Properties=species:S:1:pos:R:3:forces:R:3:mulliken_charge:R:1
O 1.689489 0.549605 -4.562733 0.19 0.13 -0.06 -0.6875
O 0.102201 -0.737231 1.173258 0.01 0.22 -0.24 -0.1953
O -2.735357 3.145178 1.834874 0.11 0.08 -0.24 -0.4941
O 3.719457 2.191607 -3.049000 -0.19 -0.13 -0.19 -0.7806
O 4.037522 2.980785 -0.538486 0.05 0.15 0.01 -0.6470
O -1.949999 -4.931530 -0.767795 -0.12 -0.05 -0.01 -0.4628
N -1.410521 -2.711662 -2.523738 0.00 0.04 -0.14 0.0860
N 0.959815 0.151849 -2.433787 0.10 0.08 0.14 0.4509
C -2.304519 -2.599903 -1.382783 -0.01 -0.23 0.24 -0.5635
C 2.620019 2.097502 1.164629 0.23 0.10 0.17 0.1818
C 2.088541 3.248265 1.736248 0.04 -0.03 -0.04 -0.3671
C -0.121331 -2.074058 -2.327659 -0.04 0.35 -0.04 -0.1456
C 1.788361 0.686996 -3.363862 -0.26 -0.23 -0.62 0.5100
C -0.306371 2.337762 -0.697925 -0.15 -0.22 0.23 -0.3617
C -1.032781 -5.065114 -1.834705 0.04 0.07 -0.36 -0.3950
C -0.376411 0.498862 0.842508 0.12 0.23 -0.43 1.0899
C 1.606074 3.217407 3.031380 -0.02 0.09 -0.01 -0.7479
C 2.485535 1.355052 -1.199204 0.29 0.06 -0.09 -0.4688
C 2.696062 0.927478 1.911922 0.09 0.12 -0.14 -0.0716
C 0.171908 1.099380 -0.294632 -0.12 -0.39 0.12 -0.2472
C -0.353010 -1.345195 2.358526 -0.06 -0.11 0.17 -1.2865
C 1.680043 2.050217 3.772819 0.01 -0.07 0.06 -0.4858
C -1.355551 1.161795 1.573631 -0.25 -0.05 0.36 -0.2592
C 1.301305 0.441471 -1.051733 0.06 -0.01 0.57 -0.2907
C 2.817181 1.497722 -2.592857 0.45 0.35 0.63 0.5008
C -1.370825 -4.092376 -2.971616 0.05 -0.26 0.25 -0.7823
C -1.282539 2.995980 0.015401 -0.15 0.09 0.12 -1.1554
C -1.802231 2.415576 1.171658 0.20 -0.03 -0.23 0.3714
C 3.072056 2.125053 -0.241152 -0.20 -0.36 -0.42 0.3546
C 2.239276 0.911387 3.216664 -0.02 -0.04 0.10 -0.6988
C -1.965878 -3.608725 -0.275533 -0.08 0.33 -0.07 -0.3886
C -3.275753 2.638704 3.031322 -0.08 -0.08 0.18 -0.8220
C -0.217504 -0.603306 -2.766215 -0.12 -0.36 -0.17 -1.2547
H -2.498458 2.473995 3.784637 -0.02 -0.01 -0.03 0.2993
H -2.262154 -1.584662 -0.985360 -0.06 0.06 0.04 0.2019
H -0.649037 -4.189585 -3.783163 -0.02 -0.03 -0.04 0.4330
H -3.319490 -2.794984 -1.741910 -0.03 0.06 0.11 0.4036
H 2.321715 0.006865 3.801579 0.01 -0.08 0.05 0.4782
H -0.009485 -4.877132 -1.471478 -0.04 -0.05 -0.02 0.2582
H -0.149610 -0.717678 3.231053 -0.03 -0.01 -0.02 0.4749
H -1.086567 -0.138950 -2.288524 0.03 -0.01 -0.05 0.2518
H 1.571835 -0.487018 -0.533643 -0.04 0.15 -0.13 0.6317
H -1.422145 -1.575140 2.308438 0.03 0.03 0.01 0.3276
H 0.210879 -2.112015 -1.280868 0.08 -0.08 -0.04 0.0028
H 3.129348 0.040602 1.475642 0.03 -0.11 -0.07 0.3988
H -2.365966 -4.335867 -3.356972 0.06 -0.09 -0.04 0.3505
H -0.339835 -0.550623 -3.849753 -0.05 0.00 0.13 0.3730
H 4.209034 2.935741 -1.517159 -0.14 -0.13 0.13 0.4516
H 0.207369 -2.274890 2.446571 -0.06 0.03 0.03 0.2986
H -3.965565 3.401806 3.387776 0.04 -0.09 0.02 0.2511
H 1.177298 4.108373 3.464851 -0.04 0.08 0.03 0.4353
H 0.105860 2.790300 -1.587483 0.07 0.09 -0.12 0.5113
H -0.985382 -3.367401 0.164537 -0.05 0.00 0.02 0.2063
H -3.826350 1.707406 2.863454 0.04 0.02 0.01 0.3077
H -1.108405 -6.100782 -2.169154 0.09 0.04 -0.02 0.3675
H 1.311772 2.030582 4.788424 -0.02 0.00 0.08 0.4516
H 2.040450 4.156183 1.155358 -0.01 0.11 -0.07 0.4792
H -1.767237 0.702212 2.455637 -0.04 -0.04 0.11 0.5685
H -1.651673 3.960158 -0.291585 -0.06 0.15 -0.04 0.4853
H -2.722536 -3.589319 0.511021 0.06 0.08 0.02 0.3954
H 0.630070 -2.574713 -2.941352 0.03 0.00 0.05 0.4201
```
Positions in Å, forces in eV/Å.

- Net charge: 0
- HOMO-LUMO gap: 8.04 eV
- ΔE to the lowest compared entry with this formula, charge and spin: 269.3 kJ/mol
- Highest occupied orbital energy: -8.256 eV
- E_tot: -1530.38571 hartree
- Spin multiplicity: 1
- SMILES: COc1ccc([C@@H]2/C(=C(/O)c3ccccc3)C(=O)C(=O)N2CCN2CCOCC2)c(OC)c1

---

Q: What is the formula in the first record?
A: C7H7O5SV

---

Q: Among the records above, which one has the lowest spin multiplicity?
A: C25H28N2O6